{"formula": "C16H59N2O17", "method": "ωB97M-V with the def2-TZVPD basis set", "orbital_gap_ev": 8.355, "lumo_energy_ev": -4.031, "charge": 1, "e_homo_ev": -12.387, "species": ["C", "C", "N", "C", "C", "C", "C", "C", "C", "C", "C", "C", "N", "C", "C", "C", "C", "O", "C", "H", "H", "H", "H", "H", "H", "H", "H", "H", "H", "H", "H", "H", "H", "H", "H", "H", "H", "H", "H", "H", "H", "H", "H", "H", "H", "H", "O", "H", "H", "O", "H", "H", "O", "H", "H", "O", "H", "H", "O", "H", "H", "O", "H", "H", "O", "H", "H", "O", "H", "H", "O", "H", "H", "O", "H", "H", "O", "H", "H", "O", "H", "H", "O", "H", "H", "O", "H", "H", "O", "H", "H", "O", "H", "H"], "coordinates": [[0.16408, -2.58219, 1.73308], [0.85402, -3.49724, 0.71831], [1.96195, -4.08921, 0.91890], [0.09781, -3.61287, -0.64733], [-0.23623, -2.16657, -1.03568], [0.83638, -1.29213, -1.20692], [0.57745, 0.03339, -1.51973], [1.71378, 1.01553, -1.71369], [2.88539, 0.82941, -0.73512], [3.80424, 2.06793, -0.93473], [2.47193, 0.81693, 0.75493], [-0.73419, 0.41172, -1.66189], [-1.73592, -0.43414, -1.49221], [-3.15926, 0.00150, -1.62773], [-3.48419, 1.24030, -0.78263], [-3.81913, 0.89957, 0.69911], [-2.69793, 1.38478, 1.65285], [-3.27350, 1.95693, 2.82693], [-1.51203, -1.72283, -1.18039], [-0.90872, -2.58446, 1.51531], [0.37948, -2.89583, 2.75377], [0.49487, -1.55647, 1.53005], [2.16822, -4.59484, 0.05311], [-0.86125, -4.11172, -0.48868], [0.70577, -4.11159, -1.40564], [1.84854, -1.66438, -1.07410], [2.11170, 0.91049, -2.73241], [1.30430, 2.02995, -1.62702], [3.49573, -0.04560, -0.99559], [4.69946, 2.02583, -0.31266], [3.25727, 2.97802, -0.65789], [4.07231, 2.18220, -1.98991], [2.13338, -0.16770, 1.10448], [1.77932, 1.62592, 1.00708], [3.38514, 1.01952, 1.33147], [-0.92973, 1.45492, -1.89122], [-3.34325, 0.14630, -2.69691], [-3.80867, -0.80093, -1.27405], [-4.40055, 1.68369, -1.21088], [-2.70726, 2.00536, -0.85297], [-4.72383, 1.45438, 0.96371], [-4.05077, -0.16188, 0.84783], [-2.05736, 0.55152, 1.97796], [-2.06688, 2.11656, 1.13748], [-3.28309, 1.27554, 3.50562], [-2.33935, -2.40321, -1.01470], [6.43189, 0.24273, -0.58376], [6.05467, -0.63388, -0.47679], [6.97912, 0.16442, -1.37104], [4.78924, -2.10152, 1.25345], [4.42707, -1.23321, 1.46583], [4.05037, -2.70852, 1.38411], [7.08236, -1.54212, 3.71618], [6.54603, -1.87728, 2.98745], [7.53129, -0.77503, 3.34279], [-5.69671, 3.14805, -2.56232], [-6.48242, 2.77961, -2.99199], [-5.69809, 4.07542, -2.82538], [4.92217, -5.52637, 1.37999], [4.76040, -6.09365, 2.14085], [4.12851, -4.98743, 1.31226], [3.02718, -3.15383, 4.44171], [2.30533, -2.88920, 5.02171], [2.60065, -3.29849, 3.59043], [-7.34504, 1.07347, -3.69014], [-6.72885, 0.66676, -3.07230], [-7.95393, 0.36826, -3.93239], [5.73829, -1.34220, -2.82071], [5.27905, -2.11014, -2.46341], [5.03862, -0.70124, -2.98495], [-4.69985, 4.39769, 0.90427], [-4.07459, 4.02758, 1.54033], [-5.27830, 3.65913, 0.68339], [-2.78497, 6.85664, 0.01993], [-3.27272, 6.11089, 0.39041], [-3.45988, 7.52555, -0.12792], [3.05397, 4.57066, -2.57350], [2.81653, 5.25212, -3.21148], [3.92011, 4.84233, -2.25106], [-7.87231, 4.11845, 0.02910], [-7.52160, 3.89912, -0.84013], [-7.62796, 5.04754, 0.15056], [-7.51774, 6.35541, -1.31419], [-8.29644, 5.98219, -1.74320], [-7.52368, 7.28058, -1.58370], [9.84870, 0.36796, 4.69872], [10.35162, -0.39639, 4.39959], [9.06718, -0.01273, 5.11456], [-1.40605, -5.48832, 1.20662], [-0.76512, -5.86074, 1.82190], [-1.97303, -6.23945, 0.97961], [-2.65446, -7.50453, -0.70952], [-3.04479, -8.37785, -0.59491], [-2.14127, -7.58088, -1.52028]], "forces_ev_per_a": [[0.356, -0.476, -0.864], [-0.769, -0.180, -0.606], [-0.394, 0.399, -0.195], [-0.447, 1.391, 1.093], [1.740, -1.251, -0.294], [-0.712, 0.158, -0.137], [1.366, -0.299, -0.129], [-0.301, -0.323, 0.113], [0.400, 1.461, 0.334], [-0.369, -0.033, 0.022], [0.886, -0.434, -0.222], [0.359, 1.051, -0.099], [-1.328, -0.749, 0.324], [-0.091, 0.761, -0.031], [-1.062, -0.542, -0.037], [0.777, 0.729, -0.292], [-0.587, -0.772, 0.411], [0.352, 0.085, -0.275], [-0.026, -0.087, 0.088], [0.090, -0.191, 0.386], [-0.061, 0.187, -0.085], [0.097, -0.136, 0.390], [0.365, -0.185, 0.300], [0.398, -0.412, 0.049], [-0.118, 0.057, 0.079], [-0.062, 0.149, -0.020], [-0.218, 0.085, 0.089], [0.245, -0.071, -0.018], [-0.290, -0.075, 0.161], [-0.038, -0.251, -0.237], [-0.032, -0.203, -0.051], [0.146, -0.045, 0.186], [-0.358, 0.294, -0.079], [-0.140, -0.270, -0.126], [-0.201, -0.013, -0.013], [-0.430, -0.247, -0.042], [0.077, 0.130, 0.162], [0.341, -0.157, -0.193], [0.559, -0.078, -0.121], [-0.157, -0.051, -0.025], [0.159, -0.114, 0.112], [0.089, 0.125, -0.068], [0.073, 0.114, -0.363], [-0.166, 0.131, 0.320], [-0.101, 0.208, 0.091], [-0.173, 0.368, -0.160], [-0.003, 0.296, 0.293], [0.091, -0.200, -0.015], [-0.034, -0.095, -0.009], [-0.113, 0.228, -0.232], [0.054, -0.009, 0.122], [0.069, -0.063, 0.094], [0.019, 0.186, -0.116], [-0.041, -0.119, 0.037], [0.036, -0.032, -0.006], [-0.305, 0.019, 0.023], [0.057, -0.020, -0.120], [0.144, 0.027, 0.109], [-0.081, -0.030, -0.103], [0.075, 0.031, 0.019], [-0.073, -0.030, 0.138], [-0.223, 0.070, -0.134], [0.112, 0.001, 0.118], [0.096, -0.135, -0.072], [0.152, -0.066, 0.104], [-0.055, -0.082, -0.031], [-0.088, 0.109, -0.026], [-0.256, -0.154, -0.087], [0.140, -0.088, -0.044], [0.099, 0.078, -0.031], [0.436, -0.150, 0.010], [-0.161, 0.024, 0.163], [-0.261, 0.226, -0.038], [-0.009, -0.097, 0.023], [-0.126, -0.003, -0.094], [0.030, 0.019, 0.017], [-0.025, 0.112, -0.141], [-0.030, -0.002, 0.026], [-0.012, -0.032, 0.027], [0.040, -0.282, 0.198], [0.123, -0.003, 0.051], [-0.003, -0.202, -0.063], [-0.024, 0.353, -0.428], [-0.055, 0.003, 0.113], [0.091, 0.013, 0.080], [-0.147, -0.090, -0.075], [0.023, 0.022, 0.016], [0.048, -0.001, 0.065], [-0.039, -0.186, 0.205], [-0.005, 0.046, 0.022], [0.000, 0.044, -0.257], [0.008, -0.052, 0.044], [-0.049, 0.039, 0.049], [0.032, 0.040, 0.029]]}

{"formula": "C16H76ClNO24", "method": "ωB97M-V with the def2-TZVPD basis set", "orbital_gap_ev": 8.681, "lumo_energy_ev": -0.912, "charge": 0, "e_homo_ev": -9.593, "species": ["C", "C", "C", "C", "C", "C", "C", "C", "C", "C", "C", "C", "C", "C", "C", "Cl", "C", "O", "N", "H", "H", "H", "H", "H", "H", "H", "H", "H", "H", "H", "H", "H", "H", "H", "H", "H", "H", "H", "H", "H", "H", "H", "H", "H", "H", "H", "H", "H", "H", "O", "H", "H", "O", "H", "H", "O", "H", "H", "O", "H", "H", "O", "H", "H", "O", "H", "H", "O", "H", "H", "O", "H", "H", "O", "H", "H", "O", "H", "H", "O", "H", "H", "O", "H", "H", "O", "H", "H", "O", "H", "H", "O", "H", "H", "O", "H", "H", "O", "H", "H", "O", "H", "H", "O", "H", "H", "O", "H", "H", "O", "H", "H", "O", "H", "H", "O", "H", "H"], "coordinates": [[2.39829, -4.47938, -0.08947], [1.67976, -3.05111, -0.56566], [2.82070, -1.93994, -0.99391], [3.37629, -1.02471, 0.25616], [3.99899, 0.39903, -0.33966], [3.46405, 1.73490, 0.44756], [1.88253, 2.10580, 0.17768], [1.25158, 1.30452, -1.10557], [-0.21150, 1.89945, -1.62037], [-0.57587, 1.01452, -2.98858], [-2.13305, 0.49975, -3.03768], [-2.41465, -0.84473, -2.08346], [-2.92301, -0.39833, -0.58930], [-4.30122, -1.10870, 0.03073], [-3.75303, -1.79210, 1.41721], [-2.75169, -3.31759, 1.02625], [-2.62450, -0.67569, 1.82690], [-2.43632, -0.08667, 3.01351], [-1.88182, -0.45367, 0.50682], [3.22607, -4.81780, -0.86142], [2.89166, -4.28542, 0.96192], [1.63041, -5.36290, 0.00632], [0.95002, -2.69804, 0.27851], [1.01243, -3.34391, -1.51113], [3.69427, -2.50255, -1.57894], [2.30100, -1.25085, -1.81838], [4.27459, -1.64359, 0.73977], [2.60606, -0.85441, 1.12082], [3.91189, 0.46476, -1.52283], [5.17114, 0.33170, -0.12644], [3.74535, 1.65150, 1.58045], [4.09023, 2.65167, 0.01609], [1.78175, 3.26632, 0.03992], [1.24555, 1.79837, 1.13937], [2.00009, 1.41905, -1.99779], [1.04986, 0.20374, -0.76363], [-1.01906, 1.73007, -0.75988], [-0.16725, 3.05651, -1.83262], [0.09581, 0.03075, -2.94025], [-0.22235, 1.57163, -3.98310], [-2.31509, 0.11034, -4.15158], [-2.93731, 1.33789, -2.86361], [-1.41103, -1.48118, -2.00319], [-3.17362, -1.53391, -2.67344], [-3.34127, 0.69934, -0.80119], [-4.67996, -1.82521, -0.83159], [-5.00116, -0.18120, 0.29171], [-4.52476, -1.90682, 2.32067], [-1.03435, -1.05536, 0.34712], [-6.74694, -3.18970, 0.07758], [-5.93969, -3.52360, 0.49695], [-7.41686, -3.85452, 0.29714], [0.51045, 2.70437, -5.59617], [-0.22741, 2.87722, -6.20006], [1.16638, 3.37849, -5.82919], [2.34916, 5.32116, 0.37915], [3.00098, 5.69335, 0.99202], [1.49928, 5.63649, 0.72159], [0.35707, -4.82001, 2.71325], [-0.43043, -4.65197, 2.17417], [0.62277, -5.71840, 2.46568], [2.65894, 7.79524, 1.40645], [2.55898, 8.39903, 2.15775], [2.53148, 8.36288, 0.63151], [5.50558, -5.20765, -0.42606], [5.89006, -5.92899, -0.94650], [6.25377, -4.86246, 0.08390], [0.25894, -5.92052, 5.32310], [0.15898, -5.31674, 6.07440], [0.13148, -5.35288, 4.54817], [1.13022, -7.81401, 7.86372], [0.43879, -8.47962, 7.99748], [0.78040, -7.25222, 7.15591], [-4.38397, 1.44439, -4.69505], [-4.99181, 1.31816, -3.95101], [-4.47481, 0.62995, -5.21218], [7.55942, -4.97354, -2.17537], [8.46771, -4.64983, -2.27139], [7.02228, -4.16703, -2.17595], [5.45707, 7.21374, 2.79009], [4.66957, 7.38178, 2.25101], [5.72277, 6.31535, 2.54252], [-4.39442, -5.39457, -1.44546], [-4.00994, -6.11591, -1.96590], [-3.64623, -5.04938, -0.93551], [-0.04106, 6.97899, 0.77539], [-0.14102, 7.58277, 1.52669], [-0.16852, 7.54662, 0.00045], [-0.66978, -1.89935, 4.61000], [-1.36121, -2.56496, 4.74376], [-1.01960, -1.33755, 3.90219], [-5.85630, -0.16691, -6.78472], [-6.81411, -0.03092, -6.72905], [-5.68018, -0.20402, -7.73687], [6.36441, 4.47829, 3.06972], [6.04117, 3.63300, 3.41613], [7.04383, 4.74750, 3.70605], [-4.91017, 2.20594, 3.16944], [-5.64168, 1.76558, 2.71120], [-4.19874, 1.54809, 3.16075], [-0.32083, 1.77404, 4.50257], [-0.98434, 2.15573, 5.09677], [-0.84542, 1.36484, 3.79805], [-0.97032, 4.34555, -3.73916], [-0.30760, 3.68851, -4.00013], [-1.77268, 3.82268, -3.59147], [1.71045, 4.12275, -8.07437], [0.97259, 4.29561, -8.67826], [2.36638, 4.79688, -8.30738], [-6.38955, -7.79468, -0.84684], [-7.12741, -7.62182, -1.45073], [-5.73362, -7.12055, -1.07986], [0.55894, -2.52693, 7.13475], [0.45898, -1.92315, 7.88605], [0.43148, -1.95930, 6.35981], [-1.56978, 8.93554, 1.19822], [-2.26121, 8.26993, 1.33197], [-1.91960, 9.49734, 0.49041]], "forces_ev_per_a": [[0.037, 0.551, 0.142], [0.365, -1.528, -0.692], [-1.149, -0.014, -0.492], [1.101, -0.534, -0.776], [1.149, -0.353, 0.819], [0.484, 0.576, -1.180], [-0.537, -0.415, 0.544], [-0.593, 1.242, 0.604], [0.480, -0.666, 0.144], [0.173, -0.267, 0.605], [0.506, -1.103, -1.188], [0.686, 0.139, -0.162], [-1.276, 0.542, -0.840], [1.281, 0.217, -0.243], [-0.804, 2.289, 0.447], [-1.142, 1.015, 0.558], [1.455, 1.283, 2.122], [-1.014, -3.590, -7.245], [-1.500, 0.304, 1.674], [-1.756, 0.888, 1.702], [-0.861, -0.613, -2.143], [1.319, 1.804, -0.120], [1.462, -0.404, -1.470], [1.391, 0.876, 1.896], [-1.763, 1.202, 1.520], [1.213, -1.264, 1.901], [-1.974, 1.378, -0.909], [1.171, -0.246, -1.881], [-0.108, -0.118, 2.635], [-2.431, 0.295, -0.519], [-0.750, 0.076, -2.085], [-1.223, -1.928, 0.961], [0.258, -2.398, 0.282], [1.295, 0.705, -2.025], [-1.459, -0.627, 1.576], [0.658, 1.892, -1.016], [1.706, 0.270, -1.904], [0.008, -2.392, 0.389], [-1.420, 1.996, -0.125], [-1.074, -1.245, 2.372], [0.359, 0.941, 2.435], [1.790, -1.681, -0.130], [-2.029, 1.365, -0.124], [1.245, 1.427, 1.569], [1.549, -2.001, 0.904], [0.300, 1.377, 2.349], [1.084, -2.523, -0.485], [1.749, -0.271, -2.265], [-1.228, 0.992, 0.320], [0.028, -0.264, 0.340], [-0.253, 0.008, -0.218], [0.217, 0.204, -0.119], [0.030, 0.278, -0.250], [0.250, -0.028, 0.197], [-0.102, -0.204, -0.186], [0.292, -0.209, 0.170], [-0.381, -0.090, -0.303], [0.076, 0.256, -0.140], [-0.346, -0.272, -0.270], [0.242, 0.054, 0.196], [0.083, 0.241, 0.035], [0.291, 0.885, 0.399], [0.039, -0.161, -0.146], [0.053, -0.366, 0.147], [0.166, -0.126, 0.194], [0.016, 0.321, 0.155], [-0.250, -0.205, -0.214], [-0.247, 0.176, 0.523], [0.129, -0.023, -0.213], [0.155, -0.015, -0.080], [-0.460, -0.108, -0.078], [0.290, 0.252, -0.042], [0.196, -0.176, -0.009], [-0.482, -0.108, 0.101], [0.181, 0.070, -0.318], [-0.176, 0.277, -0.071], [0.482, 0.519, -0.155], [-0.264, -0.214, -0.037], [0.004, -0.327, 0.038], [-0.211, -0.025, -0.325], [0.168, 0.024, 0.063], [-0.086, 0.047, 0.225], [0.329, -0.321, -0.047], [-0.013, 0.291, 0.038], [-0.261, -0.040, -0.073], [0.179, -0.387, -0.081], [0.117, -0.240, -0.521], [0.007, -0.299, 0.446], [-0.363, -0.217, -0.284], [0.287, 0.197, 0.065], [0.141, 0.040, 0.365], [-0.312, -0.070, -0.404], [0.350, -0.014, 0.066], [0.018, 0.007, 0.348], [0.297, -0.329, 0.377], [-0.019, 0.311, -0.216], [-0.218, -0.017, -0.212], [-0.082, -0.454, -0.280], [0.204, 0.220, 0.212], [-0.071, 0.186, 0.089], [-0.404, 0.052, 0.025], [0.265, -0.144, -0.213], [0.110, 0.072, 0.157], [-0.329, -0.056, 0.046], [-0.137, 0.087, -0.123], [0.283, 0.167, -0.035], [-0.051, 0.369, -0.288], [0.236, -0.090, 0.212], [-0.181, -0.243, 0.124], [-0.101, 0.224, -0.387], [0.253, -0.104, 0.243], [-0.198, 0.015, 0.244], [-0.056, 0.370, 0.269], [0.065, -0.309, -0.249], [-0.081, -0.175, -0.079], [-0.935, 0.693, -0.169], [0.243, 0.122, -0.042], [0.113, -0.062, 0.320]]}